Computed, not measured: a 9-piece molecular cluster, C32H68NO16S8 overall at a distorted geometry, with the ωB97M-V functional and the def2-TZVPD basis.

Its total charge is +1. The energy relative to the best compared isomer or geometry (same formula, charge and spin) is 5.304 eV. Its total energy is -155194.1404 eV. The highest occupied orbital energy comes out at -12.158 eV.

Element x y z (Å)
S -0.1459 -2.2924 4.2822
S 2.9511 -1.4134 -3.3518
S -3.5559 0.9536 1.8702
S 0.4601 3.9636 -0.3448
S -3.0549 -3.3594 -0.8308
S -1.3179 1.0256 -3.9698
S 0.6761 2.0826 3.8842
S 4.7331 -0.4844 0.2992
O 5.3681 0.6626 -0.3838
O -0.6929 2.1536 4.0292
O 0.4461 2.5566 -0.1638
O -2.2759 0.4596 1.8602
O 4.2191 -1.8784 -3.0008
O 1.8691 -1.3334 -2.3548
O -1.3419 0.7876 -2.5248
O 0.4261 -2.3774 5.5742
O -2.0209 -2.4034 -0.5748
O -0.4229 4.7356 0.4962
O 1.1891 1.8066 2.5862
O -4.5519 0.4466 2.7312
O -4.3159 -2.8564 -1.2128
O 3.3471 -0.6894 0.0652
O 0.5431 -1.6254 3.1972
O -0.1689 0.9526 -4.8418
N 0.3601 -0.2854 0.2992
C 2.4381 -0.3174 -5.7908
C -2.7159 -2.3254 3.9052
C -4.0609 3.1276 0.4242
C 4.9791 -0.2944 2.0222
C 2.3931 3.1656 5.5582
C 0.3551 4.3476 -1.9978
C -3.5259 2.3516 -4.6328
C 1.6661 -1.6384 -5.5678
C 2.1031 4.6376 -0.0358
C 1.3171 1.0086 5.0992
C -1.6269 -1.4834 4.4612
C 5.6461 -2.0374 0.1812
C 2.9281 0.0706 -4.3038
C 2.4271 -2.5154 -4.6298
C -3.5779 2.6796 1.8102
C -0.7349 -3.8414 3.8242
C 5.1251 -1.6734 2.6352
C -2.6629 0.1036 -4.5408
C -2.7239 -6.0914 -0.2558
C -2.9629 -5.8054 -1.8318
C -2.3109 -3.7904 4.0992
C 2.3091 5.7346 -1.1338
C -3.6719 1.9736 -0.5548
C 1.6731 5.1096 -2.3598
C 5.9381 -2.4354 1.5412
C -3.2859 -4.6714 0.4212
C -1.9509 2.5856 -4.3808
C 1.4271 3.5896 4.5502
C -2.3499 -4.3264 -2.0238
C 1.8321 1.8626 6.1132
C -4.0369 0.7466 0.2432
C -3.7789 0.9896 -5.3368
H 6.3051 -3.5864 1.6132
H -2.5399 3.0876 1.9552
H -3.5319 0.9206 -6.4048
H -2.8029 -4.5794 3.3692
H 2.7261 3.9626 -0.0398
H -1.8739 -1.2344 5.4332
H 5.2141 -2.6404 -0.5438
H 2.0971 4.9836 0.9842
H 2.2021 0.7496 -3.9538
H -4.2279 -4.7004 0.8942
H -0.6819 4.8466 -2.3118
H 0.6821 0.1746 5.3852
H -5.1119 0.6736 0.0442
H 3.3531 -0.5404 -6.5408
H 4.2831 -2.3494 2.7772
H -3.5159 -0.0594 -0.2868
H 1.8351 3.9466 3.7182
H -2.1319 -0.6844 -5.1188
H -1.7299 3.2146 -3.3918
H -4.0989 2.2926 -1.6238
H 1.0661 2.1136 6.7942
H 2.3391 4.2546 -2.5748
H -1.5439 -0.4424 4.2482
H -4.7409 0.6116 -5.2638
H -2.5689 -3.9544 5.0632
H 5.7211 0.3346 2.2872
H 1.3821 -2.1244 -6.5088
H 6.6121 -1.7464 -0.1858
H 0.6581 -1.3514 -5.2548
H 2.8511 3.9356 6.3412
H 2.0421 0.6036 4.6772
H 1.3261 0.0436 0.1132
H -2.5899 1.9306 -0.6548
H -3.8149 -6.0464 -2.1768
H -4.1399 2.1716 -3.7668
H 3.4871 2.8146 5.1242
H -2.9229 -2.2414 2.8582
H -1.8199 -6.2774 0.0272
H -4.2109 3.0116 2.7132
H -0.2939 0.2346 0.0112
H -3.7529 3.7896 -0.0248
H 5.6491 -1.8184 3.5362
H -1.5739 3.0316 -5.2498
H -0.6529 -4.0864 2.7412
H -2.6449 -4.4554 1.0762
H -3.3479 -7.1114 0.0592
H 3.9811 0.3606 -4.1898
H 1.7111 6.5216 -0.5418
H 2.4031 1.3376 6.9152
H 3.3531 5.8996 -1.0578
H 1.9411 0.2266 -6.3168
H 0.7341 4.1706 4.9372
H -3.8669 3.2866 -5.0678
H 6.9461 -1.9644 1.9052
H -5.1949 3.0006 0.5392
H 3.1901 -3.1584 -5.1348
H -2.5669 -6.5034 -2.5078
H 1.7521 -3.0464 -4.2358
H 0.1341 -0.3464 1.3072
H 1.4931 5.7206 -3.1678
H -3.7049 -2.0374 4.1892
H 0.1791 3.3526 -2.3868
H 4.2601 0.1966 2.5212
H -2.4209 -4.3224 -3.0838
H 0.0821 -1.2404 -0.1178
H -0.4089 -4.7884 4.2742
H -2.9859 -0.5364 -3.8268
H -1.2749 -4.2564 -2.0508

Force components x, y, z for each atom (eV/Å):
0.9 1.0 -0.6
-4.6 -0.6 -0.1
-3.6 1.4 -2.0
0.6 1.6 3.4
0.1 0.0 -0.4
-0.7 0.7 0.7
2.6 0.3 0.5
1.9 2.6 -0.7
-0.7 -2.0 0.8
-5.2 0.4 0.5
0.0 -1.8 -0.3
5.9 -2.1 1.0
3.4 -0.2 1.5
1.2 0.0 -1.0
1.1 0.5 -1.1
1.5 -0.2 1.4
0.8 0.8 1.6
-0.5 0.2 -0.4
1.0 -0.3 -1.0
-1.0 -0.6 1.7
-2.0 0.5 -0.3
-1.7 -0.5 -0.2
0.4 -0.5 -0.1
0.7 -1.1 0.7
4.6 -7.1 3.0
8.6 -8.3 4.9
-0.9 -0.7 -2.4
-7.4 -14.5 7.3
-0.4 -3.2 0.4
6.0 -1.2 1.5
-2.6 1.6 -2.1
0.7 0.1 0.0
-0.7 1.1 -1.9
-6.1 5.9 -0.3
-5.1 1.0 1.3
-1.8 1.0 -0.5
1.1 2.6 -0.9
0.9 -0.2 -2.4
3.6 3.0 -3.5
1.0 3.4 1.8
-2.8 -3.0 -1.5
-0.7 -3.1 -2.0
-0.1 -0.7 -4.3
-9.2 0.2 -2.4
7.7 2.1 4.9
0.7 -0.1 -3.6
-2.8 -0.2 3.9
0.2 1.9 -0.2
0.2 -2.7 1.4
4.5 -1.8 3.8
-1.8 -3.4 -5.7
-3.1 1.3 3.9
1.3 -3.6 -0.2
-0.3 -4.7 -2.1
0.8 1.3 5.0
-1.9 -1.0 -4.6
4.8 0.1 -0.1
-1.8 2.4 0.2
-0.8 -0.7 0.2
0.1 0.4 0.2
0.7 1.8 1.7
6.4 -7.3 -0.7
0.0 -0.9 2.9
-1.2 -1.4 -0.9
-0.3 0.5 0.3
-0.5 0.8 1.0
-1.4 0.1 -0.2
2.3 -0.4 1.2
-0.5 0.5 0.2
0.0 -0.6 0.8
-1.5 0.3 2.0
-1.2 1.1 0.0
-0.3 -0.5 0.9
1.8 2.2 -3.3
-0.5 0.6 -0.8
-0.7 -1.0 -2.4
0.5 -1.6 2.3
-1.7 0.8 0.6
0.1 0.6 -0.7
0.2 0.8 -2.0
-1.8 -0.6 0.7
-0.3 -1.6 3.1
3.5 1.6 0.1
0.7 -0.1 -0.1
0.3 0.3 -1.0
0.2 -0.1 0.9
-1.9 -1.5 -1.4
6.7 -4.0 -4.1
-0.5 -0.4 0.0
0.3 0.5 -0.3
-7.6 0.1 -1.4
0.4 0.6 1.0
-2.6 1.0 0.2
0.8 0.7 -1.2
5.7 -0.7 1.3
0.9 -0.2 -1.6
-6.1 6.1 -3.5
5.3 13.5 -6.6
0.8 0.7 1.2
1.1 0.4 -1.0
0.3 0.9 0.5
5.2 1.9 5.6
1.3 3.0 -0.5
-0.4 0.7 -0.4
0.9 -0.1 -2.0
0.7 0.2 -1.2
0.9 0.7 -1.0
-6.0 7.4 -5.0
-3.6 2.7 1.6
-0.4 -0.3 -0.5
-1.0 -0.8 -1.6
1.3 1.1 -0.8
-0.2 1.0 0.7
2.5 -1.1 -0.6
-4.8 -4.8 3.5
0.8 -0.1 0.0
0.0 1.3 -1.9
-0.6 -0.1 1.3
0.9 -0.2 -0.8
-3.7 1.7 0.9
-1.4 1.9 -1.2
1.2 1.5 0.6
0.8 0.9 0.6
-1.6 -1.1 3.0
0.6 -0.5 1.3